# 1
DFT (ωB97M-V/def2-TZVPD) results for a structure of composition C16H33N9O2Pd.

Geometry as XYZ:
```
61
Properties=species:S:1:pos:R:3:lowdin_charge:R:1
Pd -0.525 -0.585 0.415 1.001
O -1.978 2.045 -0.533 0.030
O -0.142 1.412 0.607 -0.127
N -0.895 -2.526 0.244 0.022
N -1.685 -0.554 2.059 0.041
N 2.555 -1.202 -2.441 -0.026
N -2.113 -2.839 2.220 0.174
N -1.531 4.554 -0.444 0.094
N -2.876 -1.419 3.874 -0.133
N 2.342 -1.740 -0.196 0.074
N 0.612 -0.653 -1.248 -0.097
N -1.878 -4.569 0.744 0.190
C 0.103 0.058 -2.419 -0.212
C 0.839 4.051 -0.453 -0.105
C -0.867 5.266 -1.594 -0.087
C 3.663 -2.351 -0.120 -0.160
C 2.020 -0.753 -3.727 -0.138
C -1.607 -3.277 1.017 -0.448
C 0.574 5.396 -1.134 -0.140
C 0.510 -0.666 -3.688 -0.148
C -0.484 3.713 0.250 -0.151
C 4.576 -1.664 -1.115 -0.149
C -2.206 -1.545 2.711 -0.382
C -3.235 -2.574 4.696 -0.019
C -0.936 2.254 0.088 -0.621
C 1.821 -1.182 -1.313 -0.363
C 3.926 -1.717 -2.481 -0.135
C -2.933 -0.101 4.500 -0.021
H 0.150 -0.143 -4.573 0.126
H -0.978 0.130 -2.330 0.105
H -2.572 -5.089 1.250 0.124
H -0.464 3.979 1.305 0.166
H -1.495 -5.002 -0.078 0.126
H 0.071 -1.666 -3.691 0.123
H -2.236 3.853 -0.751 0.154
H -3.843 -2.225 5.524 0.099
H -1.385 6.202 -1.789 0.137
H 2.351 -1.460 -4.489 0.133
H 4.479 -1.108 -3.197 0.132
H 3.606 -3.422 -0.334 0.125
H -3.652 -0.135 5.312 0.098
H 1.070 3.285 -1.195 0.118
H 4.737 -0.627 -0.815 0.127
H 1.807 -1.605 0.645 0.105
H -1.762 0.338 2.523 0.061
H -3.290 0.644 3.789 0.096
H -2.531 -3.553 2.791 0.122
H 5.545 -2.160 -1.151 0.128
H -3.862 -3.280 4.148 0.096
H -2.358 -3.082 5.101 0.109
H -1.963 0.202 4.902 0.109
H -1.966 5.216 0.194 0.186
H -0.632 -2.958 -0.632 0.090
H 0.676 6.221 -0.427 0.127
H 0.495 1.084 -2.437 0.114
H 3.917 -2.743 -2.864 0.136
H 4.029 -2.235 0.898 0.128
H -0.959 4.617 -2.464 0.141
H 2.457 0.220 -3.972 0.134
H 1.245 5.588 -1.968 0.129
H 1.662 4.085 0.255 0.131
```

Summary:
Electronic energy in eV: -38103.950
Kohn-Sham gap in eV: 9.2
Charge: +2
Molecular weight in g/mol: 489.9
Maximum force in eV/Å: 0.17
E_LUMO in eV: -4.407

---

# 2
DFT (ωB97M-V/def2-TZVPD) results for an isolated molecule of C3H8N2.

Geometry as XYZ:
```
13
Properties=species:S:1:pos:R:3:lowdin_charge:R:1
N 0.760 -0.563 1.100 -0.042
N 0.033 0.565 0.704 -0.136
C 0.278 -1.152 2.177 -0.053
C 0.285 0.918 -0.667 -0.293
C -0.396 0.044 -1.760 -0.101
H 0.063 2.028 -0.796 0.117
H 0.102 -0.956 -1.908 0.079
H 0.776 -2.089 2.322 0.044
H -0.884 0.579 1.105 0.100
H -0.630 -0.792 2.624 0.052
H -0.327 0.620 -2.665 0.045
H 1.416 0.937 -0.663 0.118
H -1.476 -0.139 -1.572 0.071
```

Summary:
Electronic energy in eV: -6218.991
Kohn-Sham gap in eV: 9.6
Molecular weight in g/mol: 72.1
Maximum force in eV/Å: 4.00
Structure (SMILES): C=NNCC
E_LUMO in eV: 1.189

---

# 3
DFT (ωB97M-V/def2-TZVPD) results for a cluster of 2 separate species, C9H19B in total.

Geometry as XYZ:
```
29
Properties=species:S:1:pos:R:3:lowdin_charge:R:1
C 1.138 -1.533 2.324 -0.111
C 1.165 0.794 -1.765 -0.116
C 2.833 0.343 -0.008 -0.059
C -2.558 -1.495 -2.217 -0.116
C 0.403 -0.113 0.293 0.060
C 0.441 0.834 2.569 -0.083
C 1.412 0.332 -0.407 -0.461
C -3.011 1.146 -1.540 -0.102
C 0.248 -0.484 1.801 -0.445
B -2.115 -0.142 -1.427 -0.064
H 0.865 1.554 1.882 0.066
H 3.198 1.263 0.496 0.092
H 0.667 -1.927 3.211 0.076
H -0.913 -0.734 1.965 0.151
H 1.807 0.288 -2.560 0.097
H 0.109 0.681 -2.013 0.017
H 1.417 1.946 -1.838 0.123
H 3.538 0.329 -0.967 0.125
H -3.316 1.288 -0.447 0.086
H 1.280 -2.294 1.645 0.048
H -3.828 1.188 -2.254 0.055
H -2.224 1.924 -1.627 0.059
H -1.763 -2.348 -2.044 0.075
H 3.041 -0.379 0.664 0.013
H -0.544 1.159 2.951 0.076
H -3.500 -1.710 -1.562 0.082
H -3.001 -1.405 -3.264 0.067
H 1.025 0.623 3.470 0.070
H 2.186 -1.126 2.668 0.119
```

Summary:
Electronic energy in eV: -10310.900
Kohn-Sham gap (spin up / spin down) in eV: 7.1 / 7.1
Molecular weight in g/mol: 138.1
Maximum force in eV/Å: 4.65
E_LUMO (spin up / spin down) in eV: -0.060 / -0.060

---

# 4
DFT (ωB97M-V/def2-TZVPD) results for the ion C20H19N4O with charge +1.

Geometry as XYZ:
```
44
Properties=species:S:1:pos:R:3:lowdin_charge:R:1
O -2.580 -0.963 -0.932 0.048
N 0.816 0.153 -0.080 0.227
N -0.062 0.528 2.085 0.197
N 1.860 -0.668 1.815 0.132
N -0.180 0.817 -2.062 0.150
C -0.169 0.833 -0.576 -0.218
C 3.718 0.942 0.249 -0.041
C 2.914 -1.296 1.105 -0.210
C 3.065 -2.672 1.234 -0.018
C 4.817 -1.233 -0.336 -0.039
C 3.806 -0.551 0.332 -0.218
C 4.082 -3.327 0.568 -0.076
C -2.241 2.249 -0.345 -0.035
C -1.174 1.472 0.155 -0.094
C -3.901 -0.855 -0.749 -0.081
C -4.494 -0.272 -1.827 -0.031
C 0.858 0.028 1.277 -0.350
C -2.302 -0.446 -2.153 -0.299
C -3.172 2.754 0.515 -0.054
C -3.452 0.000 -2.744 -0.006
C -0.883 -0.414 -2.588 -0.018
C 4.955 -2.605 -0.229 -0.073
C -2.048 1.785 2.423 0.009
C -1.059 1.242 1.571 -0.199
C -3.075 2.516 1.902 -0.040
H 2.989 1.245 -0.503 0.058
H -3.550 0.445 -3.713 0.121
H 4.683 1.361 -0.025 0.084
H -0.644 1.661 -2.416 0.179
H -2.329 2.447 -1.405 0.109
H 4.195 -4.395 0.673 0.108
H -0.348 -1.276 -2.182 0.150
H 2.377 -3.221 1.860 0.115
H 0.800 0.789 -2.369 0.189
H 3.409 1.365 1.202 0.087
H -3.828 2.930 2.553 0.116
H -5.535 -0.065 -1.960 0.113
H -1.952 1.604 3.481 0.121
H 1.768 -0.864 2.802 0.165
H -4.301 -1.226 0.173 0.136
H 5.753 -3.108 -0.753 0.108
H -3.990 3.346 0.138 0.114
H -0.817 -0.409 -3.676 0.148
H 5.518 -0.671 -0.935 0.114
```

Summary:
Electronic energy in eV: -29050.352
Kohn-Sham gap in eV: 7.6
Charge: +1
Molecular weight in g/mol: 331.4
Maximum force in eV/Å: 1.00
Structure (SMILES): Cc1ccccc1Nc1nc([NH2+]Cc2ccco2)c2ccccc2n1
E_LUMO in eV: -3.497

---

Among the records above, which one has the lowest maximum force?
C16H33N9O2Pd